(1)
The following is a DFT calculation (ωB97M-V with the def2-TZVPD basis set) of a single C4H10NO2P molecule at a distorted geometry.

The energy relative to the best compared isomer or geometry (same formula, charge and spin) is 509.13 kJ/mol. For the LUMO energy (alpha / beta), the calculation gives -0.847 / -0.339 eV. For the total energy, the calculation gives -704.868855 Ha. As for the total charge: 0. Its molar mass is 135.10 g mol⁻¹. The value obtained for the largest force on an atom is 0.071 hartree/bohr.

Cartesian coordinates (Å):
P 2.303 -0.170 0.232
O 3.595 -0.828 0.227
O 1.236 -0.999 1.200
N -0.978 0.572 -0.216
C 0.056 -0.531 1.723
C -1.902 0.689 -1.375
C 1.681 0.090 -1.349
C -1.190 -0.492 0.734
H -1.350 0.522 -2.248
H 1.880 1.169 -1.364
H -2.220 1.751 -1.232
H -1.319 -1.507 0.412
H -0.248 -1.241 2.495
H 1.059 -0.401 -2.135
H 0.043 0.429 2.217
H -2.822 0.060 -1.317
H 2.298 1.152 0.754
H -2.124 -0.265 1.242


(2)
The following is a DFT calculation (ωB97M-V with the def2-TZVPD basis set) of a single C24H22N4O5S molecule at a distorted geometry.

The energy relative to the best compared isomer or geometry (same formula, charge and spin) is 352.05 kJ/mol. For the LUMO energy, the calculation gives 0.508 eV. For the total energy, the calculation gives -1921.160062 Ha. As for the total charge: 0. Its molar mass is 478.53 g mol⁻¹. The value obtained for the largest force on an atom is 0.032 hartree/bohr. Its structure (SMILES) is O=C(CSc1nnc(COc2cccc3ccccc23)o1)N1CCN(C(=O)c2ccco2)CC1.

Cartesian coordinates (Å):
S -0.303 -2.300 -2.377
O -1.965 -1.458 1.397
O -1.001 -0.152 -0.990
O 2.915 -3.237 -0.538
O 0.948 -1.748 3.389
O -1.453 2.719 -0.272
N 0.549 -0.019 0.549
N -0.844 -3.378 1.718
N 0.952 -4.170 0.012
N 0.829 -1.092 -0.216
C 0.155 6.324 -2.980
C 1.774 -3.517 -0.836
C -0.352 -4.723 -0.257
C -0.537 0.510 0.092
C -1.937 4.732 -2.073
C 0.155 -4.229 2.314
C 1.384 -4.292 1.395
C -0.357 3.442 -0.667
C -1.280 1.673 0.649
C 1.278 -3.205 -2.243
C 0.926 3.228 -0.230
C -1.119 6.543 -3.423
C -1.438 -3.963 0.534
C -1.086 -2.074 1.990
C 0.463 0.143 4.454
C -2.174 5.740 -2.966
C -0.641 -0.211 3.653
C 1.973 4.038 -0.698
C 1.400 -0.824 4.242
C 0.436 5.293 -2.059
C 1.743 5.047 -1.588
C -0.633 4.485 -1.599
C -0.101 -1.142 -1.118
C -0.299 -1.382 3.020
H -0.291 -5.223 2.429
H 2.061 -3.457 1.591
H 1.133 -4.118 -2.822
H -0.765 2.004 1.558
H -0.578 -4.691 -1.320
H -1.323 7.335 -4.129
H -2.291 1.335 0.896
H 0.551 0.998 5.091
H -3.176 5.923 -3.326
H 1.158 2.437 0.465
H 2.553 5.666 -1.944
H 0.439 -3.868 3.299
H 1.931 -5.230 1.546
H -1.573 0.305 3.554
H -1.869 -3.149 -0.053
H 2.972 3.843 -0.337
H -2.740 4.107 -1.715
H -2.247 -4.647 0.814
H 0.972 6.939 -3.330
H -0.335 -5.775 0.054
H 2.049 -2.599 -2.720
H 2.391 -0.958 4.628


(3)
The following is a DFT calculation (ωB97M-V with the def2-TZVPD basis set) of an isolated ion of composition CH4NO3S and charge -1 at a distorted geometry.

The energy relative to the best compared isomer or geometry (same formula, charge and spin) is 323.22 kJ/mol. For the LUMO energy, the calculation gives 4.115 eV. For the total energy, the calculation gives -719.088042 Ha. As for the total charge: -1. Its molar mass is 110.11 g mol⁻¹. The value obtained for the largest force on an atom is 0.120 hartree/bohr. Its structure (SMILES) is CO[S@](=N)(=O)[O-].

Cartesian coordinates (Å):
S 1.139 0.876 -0.965
O -0.469 1.834 -1.348
O 0.461 -0.598 -0.384
O 2.019 1.416 0.030
N 1.902 0.431 -2.208
C -0.240 -0.212 0.760
H 1.391 -0.383 -2.533
H -1.108 -0.788 0.768
H 0.154 -0.466 1.680
H -0.612 0.856 0.712


(4)
The following is a DFT calculation (ωB97M-V with the def2-TZVPD basis set) of C20H23Cl3CuN9Si as an isolated structure at a distorted geometry.

The energy relative to the best compared isomer or geometry (same formula, charge and spin) is 79.80 kJ/mol. For the LUMO energy (alpha / beta), the calculation gives -3.964 / -4.073 eV. For the total energy, the calculation gives -4579.198220 Ha. Its multiplicity is 2. As for the total charge: +1. Its molar mass is 587.46 g mol⁻¹. The value obtained for the largest force on an atom is 0.079 hartree/bohr. Its expectation value of S² is 0.755.

Cartesian coordinates (Å):
Cu -0.440 -0.473 1.065
Cl 0.252 -2.475 4.001
Cl -0.174 0.718 4.697
Cl 2.541 -0.274 3.344
Si 0.487 -0.562 3.184
N -0.999 3.689 -0.248
N 1.372 3.641 0.419
N 0.733 2.753 -1.670
N -0.716 -2.287 -1.329
N 1.014 -1.843 0.188
N -2.398 -0.287 1.752
N 0.074 1.518 0.321
N -1.417 -1.539 -0.367
N 3.149 -2.767 -0.166
C -4.223 0.181 3.220
C 2.257 -2.082 0.564
C -2.902 0.195 2.878
C 3.816 -3.612 -2.353
C -3.274 -0.892 0.898
C 2.049 -4.129 -3.936
C -0.478 3.500 -1.633
C -2.733 -1.483 -0.346
C 1.821 3.452 -0.989
C 0.494 -2.378 -0.974
C 0.123 4.372 0.464
C 1.062 -3.516 -3.168
C 1.470 -3.005 -1.870
C 2.811 -3.095 -1.464
C -5.081 -0.374 2.315
C -4.642 -0.897 1.130
C 1.136 2.315 1.056
C 0.525 1.436 -1.121
C -1.167 2.351 0.312
C 3.460 -4.070 -3.579
H 2.028 4.410 -1.469
H 2.041 1.726 1.122
H -5.326 -1.404 0.454
H 1.834 -4.774 -4.762
H -6.127 -0.357 2.515
H -1.969 1.777 -0.193
H 0.208 5.324 0.019
H 2.725 2.864 -0.835
H -4.522 0.810 4.080
H 4.073 -2.811 0.168
H 2.626 -1.744 1.522
H -1.184 2.980 -2.334
H 0.812 2.529 2.072
H -1.456 2.473 1.331
H 1.458 0.883 -1.108
H -0.187 4.499 -1.925
H 4.196 -4.311 -4.299
H -0.146 4.584 1.499
H 0.011 -3.501 -3.382
H -3.414 -1.959 -0.983
H -0.321 1.039 -1.649
H 4.832 -3.734 -2.005
H -2.198 0.617 3.570


Q: Among the records above, which one has the lowest total charge?
A: CH4NO3S


Please write out number 1 again, unchanged.
The following is a DFT calculation (ωB97M-V with the def2-TZVPD basis set) of a single C4H10NO2P molecule at a distorted geometry.

The energy relative to the best compared isomer or geometry (same formula, charge and spin) is 509.13 kJ/mol. For the LUMO energy (alpha / beta), the calculation gives -0.847 / -0.339 eV. For the total energy, the calculation gives -704.868855 Ha. As for the total charge: 0. Its molar mass is 135.10 g mol⁻¹. The value obtained for the largest force on an atom is 0.071 hartree/bohr.

Cartesian coordinates (Å):
P 2.303 -0.170 0.232
O 3.595 -0.828 0.227
O 1.236 -0.999 1.200
N -0.978 0.572 -0.216
C 0.056 -0.531 1.723
C -1.902 0.689 -1.375
C 1.681 0.090 -1.349
C -1.190 -0.492 0.734
H -1.350 0.522 -2.248
H 1.880 1.169 -1.364
H -2.220 1.751 -1.232
H -1.319 -1.507 0.412
H -0.248 -1.241 2.495
H 1.059 -0.401 -2.135
H 0.043 0.429 2.217
H -2.822 0.060 -1.317
H 2.298 1.152 0.754
H -2.124 -0.265 1.242